CH8N2O2 | ωB97M-V/def2-TZVPD

Cartesian coordinates (Å):
N  -1.7254  -0.3455  1.0397
C  -1.5690  0.4322  -0.1399
N  -0.8685  -0.0469  -1.1127
H  -0.8832  -0.6800  1.4370
H  -2.4005  -0.0505  1.7431
H  -2.1535  1.2960  -0.0487
H  -1.2821  -0.9009  -1.5142
H  2.0533  -0.2713  1.5263
H  1.1176  -0.8334  0.4798
O  1.2953  -0.8708  1.4070
H  2.5636  1.2594  -2.0300
H  1.4399  0.4999  -1.3129
O  2.4124  0.5117  -1.4744

Force components x, y, z for each atom (eV/Å):
N -1.5947 -0.7084 0.5052
C -0.7111 -0.2385 2.6704
N 2.0062 -0.4267 -2.8938
H 0.9420 -0.3099 0.4814
H 0.3561 0.2117 -0.3104
H -0.8171 1.8683 -0.5046
H 0.3413 -0.2241 0.1670
H -0.4939 -0.3358 -0.1482
H -0.6413 0.1223 -1.4554
O 1.0628 0.1818 1.5197
H 0.0203 0.7406 -0.5454
H -0.0955 -0.2075 -0.2608
O -0.3753 -0.6739 0.7748

## Properties
Maximum force: 3.55 eV Å⁻¹
LUMO (spin up / spin down): 4.19 / 4.09 eV
Multiplicity: 2
Charge: -1
E: -302.8117 hartree